(1)
{
  "formula": "C16H43Br3ClN6O9P2",
  "method": "wB97M-V/def2-TZVPD",
  "homo_lumo_gap_ev": 7.473,
  "e_above_lowest_kcal_mol": 35.3,
  "homo_ev": -5.6,
  "total_charge": -1,
  "symbols": ["Cl", "O", "O", "O", "O", "C", "Br", "Br", "Br", "H", "O", "P", "N", "C", "C", "N", "C", "C", "N", "C", "C", "H", "H", "H", "H", "H", "H", "H", "H", "H", "H", "H", "H", "H", "H", "H", "H", "H", "H", "O", "P", "N", "C", "C", "N", "C", "C", "N", "C", "C", "H", "H", "H", "H", "H", "H", "H", "H", "H", "H", "H", "H", "H", "H", "H", "H", "H", "H", "C", "O", "C", "O", "O", "C", "H", "H", "H", "H", "H", "H"],
  "coordinates": [[-0.578, 0.268, -2.128], [-0.054, -0.828, -2.855], [-1.935, 0.394, -2.544], [-0.397, -0.050, -0.784], [0.145, 1.484, -2.512], [-1.907, 4.490, -1.623], [-0.907, 6.262, -1.667], [-3.142, 4.113, -3.128], [-2.968, 4.555, 0.036], [-1.232, 3.646, -1.759], [0.896, -2.830, -0.154], [0.064, -3.767, 0.570], [-0.506, -4.928, -0.422], [-0.582, -4.729, -1.919], [-1.045, -6.275, 0.080], [-1.328, -3.129, 1.312], [-1.174, -2.396, 2.603], [-2.496, -2.679, 0.484], [0.864, -4.694, 1.809], [0.188, -5.336, 2.979], [2.261, -5.093, 1.662], [-1.460, -5.288, -2.242], [0.212, -5.365, -2.309], [-0.420, -3.702, -2.248], [-1.576, -6.034, 1.001], [-0.257, -6.838, 0.581], [-1.670, -6.789, -0.650], [-2.108, -2.350, 3.165], [-0.411, -2.769, 3.286], [-0.887, -1.376, 2.349], [-2.128, -1.753, 0.042], [-2.909, -3.402, -0.220], [-3.337, -2.352, 1.096], [-0.890, -5.290, 2.819], [0.411, -6.402, 3.023], [0.571, -5.011, 3.947], [2.718, -5.072, 2.651], [2.802, -4.276, 1.185], [2.377, -6.113, 1.296], [3.278, 1.596, -0.472], [3.517, 3.068, -0.320], [2.299, 3.856, 0.666], [2.349, 5.256, 0.937], [1.327, 3.158, 1.459], [3.605, 3.960, -1.705], [2.385, 4.218, -2.440], [4.911, 4.121, -2.436], [4.883, 3.332, 0.651], [5.726, 4.569, 0.600], [5.235, 2.328, 1.651], [3.076, 5.770, 0.309], [2.567, 5.418, 1.992], [1.410, 5.809, 0.961], [0.340, 3.596, 1.311], [1.550, 3.307, 2.516], [1.082, 2.147, 1.134], [1.764, 3.322, -2.411], [1.840, 5.081, -2.056], [2.571, 4.464, -3.486], [4.836, 3.774, -3.466], [5.240, 5.161, -2.435], [5.725, 3.568, -1.967], [6.708, 4.183, 0.327], [5.396, 5.198, -0.227], [5.601, 5.104, 1.542], [5.877, 1.524, 1.289], [4.308, 1.898, 2.031], [5.728, 2.865, 2.462], [-5.123, -0.504, -2.349], [-6.315, -0.801, -1.741], [-6.531, -0.813, -0.419], [-5.648, -1.115, 0.461], [-7.833, -0.720, -0.308], [-8.449, -1.007, 0.893], [-4.578, -1.435, -2.190], [-4.626, 0.284, -1.784], [-5.217, -0.227, -3.399], [-9.309, -1.643, 0.680], [-8.809, -0.186, 1.513], [-7.896, -1.784, 1.421]]
}

---

(2)
{
  "formula": "C16H43ClO6ScSi2",
  "method": "wB97M-V/def2-TZVPD",
  "homo_lumo_gap_ev": 8.032,
  "e_above_lowest_kcal_mol": 5.4,
  "homo_ev": -10.6,
  "total_charge": 1,
  "symbols": ["O", "O", "C", "C", "H", "H", "H", "H", "H", "C", "C", "H", "H", "H", "H", "H", "C", "C", "C", "H", "H", "H", "H", "H", "C", "H", "H", "H", "H", "H", "H", "Sc", "C", "Si", "H", "H", "C", "C", "C", "C", "Si", "H", "H", "C", "C", "C", "H", "H", "H", "H", "H", "H", "H", "H", "H", "H", "H", "H", "H", "H", "H", "H", "H", "H", "O", "Cl", "O", "O", "O"],
  "coordinates": [[-1.022, 1.226, -0.562], [-0.352, -2.055, -1.627], [-2.378, 0.732, -0.241], [-3.393, 1.801, 0.105], [-2.254, 0.052, 0.610], [-2.734, 0.178, -1.112], [-3.147, 2.311, 1.040], [-4.363, 1.310, 0.266], [-3.598, 2.523, -0.695], [-0.815, 1.668, -1.962], [-1.737, 0.985, -2.937], [0.233, 1.478, -2.211], [-0.941, 2.759, -1.994], [-1.590, -0.099, -2.891], [-1.540, 1.281, -3.978], [-2.787, 1.211, -2.744], [1.066, -2.012, -2.273], [-1.296, -3.281, -1.612], [0.940, -1.650, -3.730], [1.502, -3.007, -2.112], [1.588, -1.255, -1.687], [0.367, -2.387, -4.287], [1.940, -1.660, -4.163], [0.514, -0.658, -3.873], [-1.581, -3.751, -3.015], [-2.151, -2.897, -1.071], [-0.796, -4.058, -1.002], [-2.093, -2.976, -3.585], [-2.245, -4.607, -2.889], [-0.691, -4.112, -3.524], [-0.283, -1.751, -0.673], [0.413, 1.017, 0.949], [-0.231, -1.358, 1.382], [0.093, -2.629, 2.769], [-1.336, -1.317, 1.348], [0.007, -2.127, 0.635], [-1.459, -3.711, 2.778], [0.472, -1.867, 4.436], [1.562, -3.535, 2.027], [-0.032, 3.114, 1.248], [1.353, 3.695, 0.151], [-0.024, 3.536, 2.265], [-1.033, 3.300, 0.801], [0.696, 4.705, -1.279], [2.268, 2.203, -0.618], [2.573, 4.667, 1.162], [1.554, -3.459, 0.930], [1.557, -4.598, 2.294], [2.486, -3.057, 2.377], [-2.334, -3.131, 3.098], [-1.364, -4.570, 3.451], [-1.681, -4.100, 1.772], [-0.136, -0.964, 4.573], [1.526, -1.571, 4.515], [0.243, -2.572, 5.255], [2.331, 2.472, -1.681], [1.845, 1.165, -0.606], [3.288, 2.141, -0.208], [3.435, 4.965, 0.549], [2.924, 4.035, 1.984], [2.097, 5.557, 1.593], [1.477, 5.410, -1.596], [-0.195, 5.261, -0.958], [0.427, 4.082, -2.141], [2.744, 2.511, 3.279], [2.207, 1.198, 3.079], [2.702, 0.281, 4.043], [0.700, 1.239, 3.094], [2.480, 0.713, 1.678]]
}

---

(3)
{
  "formula": "C16H44BO15S7",
  "method": "wB97M-V/def2-TZVPD",
  "homo_lumo_gap_ev": 6.351,
  "e_above_lowest_kcal_mol": 114.6,
  "homo_ev": -4.6,
  "total_charge": -1,
  "symbols": ["O", "C", "O", "O", "C", "O", "O", "O", "B", "O", "O", "H", "H", "C", "S", "O", "C", "H", "H", "H", "H", "H", "H", "C", "S", "O", "C", "H", "H", "H", "H", "H", "H", "C", "S", "O", "C", "H", "H", "H", "H", "H", "H", "C", "S", "O", "C", "H", "H", "H", "H", "H", "H", "C", "S", "O", "C", "H", "H", "H", "H", "H", "H", "C", "S", "O", "C", "H", "H", "H", "H", "H", "H", "C", "S", "O", "C", "H", "H", "H", "H", "H", "H"],
  "coordinates": [[-1.647, 3.286, -1.816], [-1.077, 3.324, -3.030], [-0.097, 4.392, -3.405], [-1.458, 2.261, -4.005], [-0.257, 1.962, -4.831], [-0.178, 2.655, -6.000], [0.799, 1.004, -4.451], [0.316, -0.213, -4.359], [0.504, -0.779, -3.009], [1.489, -0.314, -1.997], [-0.394, -1.916, -2.600], [0.986, -0.160, -1.121], [-1.286, -1.468, -2.390], [-6.489, 2.259, -0.944], [-5.985, 1.346, -2.421], [-5.175, 0.168, -1.969], [-4.832, 2.597, -3.034], [-7.192, 1.643, -0.378], [-5.618, 2.476, -0.322], [-6.981, 3.189, -1.238], [-4.060, 2.793, -2.285], [-5.376, 3.517, -3.262], [-4.362, 2.221, -3.947], [2.326, -3.390, -7.709], [1.939, -2.076, -6.528], [1.112, -2.682, -5.434], [0.818, -1.165, -7.617], [2.994, -4.106, -7.224], [1.409, -3.900, -8.015], [2.827, -2.963, -8.581], [-0.007, -1.811, -7.928], [1.367, -0.809, -8.492], [0.419, -0.308, -7.068], [-1.585, -5.977, -0.889], [-0.265, -4.742, -0.868], [-0.466, -3.846, -2.054], [1.074, -5.888, -1.272], [-2.535, -5.472, -0.695], [-1.628, -6.463, -1.867], [-1.406, -6.719, -0.108], [0.870, -6.380, -2.227], [1.170, -6.633, -0.479], [2.006, -5.322, -1.349], [-3.072, 1.151, 1.515], [-1.344, 1.625, 1.280], [-0.740, 0.661, 0.301], [-0.788, 1.143, 2.932], [-3.612, 1.333, 0.582], [-3.139, 0.090, 1.769], [-3.514, 1.756, 2.310], [-0.993, 0.082, 3.100], [-1.301, 1.748, 3.682], [0.289, 1.318, 3.002], [-6.224, -2.232, 2.328], [-5.904, -1.082, 3.685], [-4.834, -0.134, 3.231], [-5.129, -2.293, 4.782], [-6.680, -1.677, 1.503], [-5.288, -2.680, 1.987], [-6.914, -3.011, 2.662], [-4.259, -2.737, 4.293], [-5.853, -3.070, 5.039], [-4.809, -1.783, 5.695], [4.271, 1.803, 3.619], [3.884, 3.116, 4.800], [3.057, 2.510, 5.894], [2.764, 4.027, 3.711], [4.939, 1.086, 4.104], [3.355, 1.292, 3.313], [4.772, 2.229, 2.747], [1.939, 3.382, 3.399], [3.313, 4.383, 2.836], [2.365, 4.884, 4.260], [9.407, 3.562, 5.219], [8.265, 2.365, 4.489], [6.989, 3.089, 4.179], [7.996, 1.411, 6.001], [9.683, 4.290, 4.452], [8.925, 4.080, 6.051], [10.305, 3.047, 5.567], [7.599, 2.060, 6.787], [8.939, 0.964, 6.325], [7.274, 0.618, 5.789]]
}

---

(4)
{
  "formula": "C16H44BrN4O4",
  "method": "wB97M-V/def2-TZVPD",
  "homo_lumo_gap_ev": 5.478,
  "e_above_lowest_kcal_mol": 101.8,
  "homo_ev": -11.6,
  "total_charge": 3,
  "symbols": ["Br", "C", "C", "O", "N", "H", "H", "C", "H", "H", "H", "H", "H", "H", "C", "C", "O", "N", "H", "H", "C", "H", "H", "H", "H", "H", "H", "C", "N", "C", "C", "C", "C", "O", "H", "H", "H", "H", "H", "H", "H", "H", "H", "H", "H", "H", "H", "H", "C", "N", "C", "C", "C", "C", "O", "H", "H", "H", "H", "H", "H", "H", "H", "H", "H", "H", "H", "H", "H"],
  "coordinates": [[-1.485, 1.014, 0.688], [-3.052, 7.289, 3.266], [-1.989, 7.655, 2.199], [-2.143, 8.524, 1.311], [-0.689, 7.034, 2.430], [-0.840, 6.118, 2.830], [-0.313, 6.824, 1.517], [0.291, 7.816, 3.352], [-3.701, 6.478, 2.935], [-3.553, 8.233, 3.479], [-2.568, 7.022, 4.206], [-0.146, 8.109, 4.307], [0.668, 8.582, 2.675], [1.044, 7.036, 3.463], [-4.213, -4.380, 6.646], [-4.103, -3.185, 5.740], [-5.075, -2.783, 5.131], [-2.777, -2.487, 5.539], [-2.086, -3.223, 5.532], [-2.596, -2.141, 4.607], [-2.635, -1.269, 6.515], [-4.335, -3.920, 7.627], [-3.256, -4.901, 6.661], [-4.973, -5.101, 6.342], [-1.721, -0.736, 6.251], [-2.548, -1.698, 7.514], [-3.551, -0.679, 6.497], [-2.804, -2.284, -5.414], [-2.629, -3.864, -5.432], [-3.983, -4.561, -5.942], [-1.552, -4.181, -6.409], [-2.074, -4.322, -4.024], [-3.113, -4.604, -2.929], [-3.947, -3.398, -2.653], [-1.898, -1.806, -5.041], [-3.543, -2.044, -4.649], [-3.066, -1.910, -6.404], [-3.911, -5.649, -5.937], [-4.081, -4.325, -7.001], [-4.807, -4.288, -5.283], [-1.532, -5.270, -6.447], [-0.545, -3.855, -6.149], [-1.883, -3.895, -7.408], [-1.298, -3.594, -3.790], [-1.554, -5.243, -4.287], [-2.606, -4.908, -2.013], [-3.673, -5.486, -3.241], [-3.545, -2.789, -2.031], [4.989, -0.802, -1.598], [5.603, 0.568, -1.164], [6.934, 0.696, -1.814], [4.721, 1.625, -1.795], [5.536, 0.832, 0.363], [6.408, 1.931, 0.946], [6.068, 3.223, 0.491], [4.770, -0.834, -2.665], [3.977, -0.647, -1.223], [5.437, -1.684, -1.141], [6.697, 0.351, -2.820], [7.592, -0.005, -1.300], [7.426, 1.660, -1.939], [5.289, 2.555, -1.822], [3.878, 1.917, -1.168], [4.429, 1.355, -2.810], [5.765, -0.157, 0.760], [4.489, 0.976, 0.631], [7.450, 1.736, 0.692], [6.152, 1.890, 2.005], [6.781, 3.857, 0.595]]
}

---

(5)
{
  "formula": "C16H44ClN4O4Pd",
  "method": "wB97M-V/def2-TZVPD",
  "spin_multiplicity": 3,
  "s2": 2.006,
  "homo_lumo_gap_ev": [8.311, 4.163],
  "e_above_lowest_kcal_mol": 5.8,
  "homo_ev": [-11.1, -11.1],
  "total_charge": 1,
  "symbols": ["Pd", "Cl", "C", "C", "C", "O", "C", "N", "H", "H", "H", "H", "H", "H", "H", "H", "H", "H", "H", "C", "C", "C", "O", "C", "N", "H", "H", "H", "H", "H", "H", "H", "H", "H", "H", "H", "C", "C", "C", "O", "C", "N", "H", "H", "H", "H", "H", "H", "H", "H", "H", "H", "H", "C", "C", "C", "O", "C", "N", "H", "H", "H", "H", "H", "H", "H", "H", "H", "H", "H"],
  "coordinates": [[2.133, -2.727, -0.801], [0.733, -1.188, 0.629], [1.595, 1.896, -3.489], [0.125, 1.781, -3.144], [-0.767, 2.017, -4.345], [-0.611, 3.364, -4.738], [-1.606, 3.775, -5.639], [-0.123, 0.468, -2.524], [2.293, 1.825, -2.654], [1.794, 2.808, -4.055], [1.887, 1.087, -4.171], [-0.072, 2.568, -2.399], [-1.812, 1.804, -4.094], [-0.399, 1.383, -5.164], [-1.316, 4.696, -6.149], [-2.529, 4.050, -5.110], [-1.781, 3.033, -6.424], [0.230, 0.493, -1.574], [-1.109, 0.236, -2.459], [-2.035, 1.915, 1.594], [-1.091, 1.578, 2.750], [-1.495, 2.139, 4.092], [-0.497, 1.795, 5.011], [-0.528, 2.572, 6.190], [-0.891, 0.170, 2.877], [-3.066, 1.651, 1.823], [-1.726, 1.352, 0.711], [-1.959, 2.975, 1.369], [-0.099, 1.975, 2.442], [-2.477, 1.721, 4.356], [-1.613, 3.226, 4.025], [-1.457, 2.394, 6.749], [-0.497, 3.653, 6.018], [0.305, 2.293, 6.826], [-0.455, -0.291, 2.047], [-0.394, -0.086, 3.739], [-2.977, -3.431, 1.100], [-3.694, -2.474, 0.127], [-5.117, -2.275, 0.599], [-5.802, -3.485, 0.825], [-6.038, -4.230, -0.349], [-2.997, -1.186, 0.053], [-1.920, -3.548, 0.866], [-3.488, -4.397, 1.128], [-3.082, -3.107, 2.145], [-3.608, -2.961, -0.846], [-5.692, -1.649, -0.096], [-5.116, -1.749, 1.558], [-5.147, -4.788, -0.658], [-6.339, -3.609, -1.203], [-6.860, -4.912, -0.145], [-2.026, -1.340, -0.198], [-2.989, -0.753, 0.972], [4.265, -1.576, 1.710], [4.473, -0.953, 0.320], [5.923, -0.548, 0.172], [6.127, -0.180, -1.176], [7.446, 0.253, -1.456], [4.159, -1.990, -0.713], [4.141, -0.771, 2.438], [5.120, -2.177, 2.016], [3.329, -2.132, 1.735], [3.826, -0.081, 0.266], [6.594, -1.380, 0.429], [6.141, 0.303, 0.831], [7.645, 1.207, -0.965], [7.511, 0.361, -2.537], [8.186, -0.508, -1.187], [4.541, -1.556, -1.557], [4.778, -2.775, -0.519]]
}

---

(6)
{
  "formula": "C16H44FN4O6",
  "method": "wB97M-V/def2-TZVPD",
  "homo_lumo_gap_ev": 7.224,
  "homo_ev": -11.3,
  "total_charge": 1,
  "symbols": ["C", "C", "F", "N", "C", "N", "C", "N", "N", "H", "H", "H", "H", "H", "H", "H", "H", "C", "C", "O", "H", "H", "H", "H", "H", "H", "C", "C", "O", "H", "H", "H", "H", "H", "H", "C", "C", "O", "H", "H", "H", "H", "H", "H", "C", "C", "O", "H", "H", "H", "H", "H", "H", "C", "C", "O", "H", "H", "H", "H", "H", "H", "C", "C", "O", "H", "H", "H", "H", "H", "H"],
  "coordinates": [[-0.573, -7.927, -3.875], [-0.418, -6.698, -4.993], [0.272, -7.120, -6.236], [0.127, -5.428, -4.366], [-0.162, -4.087, -5.068], [0.426, -2.910, -4.276], [1.045, -3.695, -3.133], [1.682, -2.928, -2.154], [0.872, -5.208, -3.219], [-1.504, -7.694, -3.181], [0.420, -8.106, -3.282], [-0.851, -8.893, -4.490], [-1.540, -6.445, -5.313], [-0.772, -4.013, -6.069], [1.802, -3.397, -1.225], [2.043, -1.949, -2.345], [1.228, -5.933, -2.559], [0.025, 0.635, -0.287], [0.736, -0.599, 0.227], [2.103, -0.566, -0.154], [0.100, 0.696, -1.378], [-1.031, 0.623, -0.005], [0.487, 1.544, 0.114], [0.286, -1.503, -0.193], [0.677, -0.660, 1.318], [2.496, 0.236, 0.231], [-2.424, 5.019, 0.844], [-2.484, 3.511, 0.982], [-1.264, 3.025, 1.522], [-1.593, 5.313, 0.195], [-3.356, 5.409, 0.425], [-2.251, 5.490, 1.817], [-2.635, 3.043, 0.005], [-3.304, 3.209, 1.640], [-1.143, 3.440, 2.393], [-5.042, 1.358, 5.028], [-4.668, 2.307, 3.909], [-3.259, 2.325, 3.738], [-4.563, 1.661, 5.965], [-6.125, 1.336, 5.176], [-4.695, 0.343, 4.807], [-4.996, 3.324, 4.143], [-5.132, 2.004, 2.965], [-2.978, 1.419, 3.521], [4.073, -8.723, -4.657], [3.785, -8.095, -3.309], [2.570, -8.609, -2.785], [3.257, -8.520, -5.359], [5.005, -8.333, -5.078], [4.154, -9.811, -4.569], [3.683, -7.010, -3.406], [4.591, -8.304, -2.599], [2.673, -9.572, -2.695], [0.282, 9.059, 2.028], [0.483, 7.794, 1.220], [-0.698, 7.492, 0.491], [-0.557, 8.943, 2.722], [1.182, 9.304, 2.600], [0.039, 9.903, 1.374], [0.703, 6.950, 1.879], [1.312, 7.907, 0.514], [-0.880, 8.244, -0.097], [1.812, 3.730, 4.857], [1.388, 4.862, 3.944], [2.463, 5.772, 3.768], [2.125, 4.119, 5.831], [0.992, 3.021, 5.006], [2.669, 3.194, 4.437], [0.545, 5.408, 4.377], [1.085, 4.482, 2.963], [3.204, 5.279, 3.375]]
}

---

Table of max |F| (hartree/bohr), in record order: 0.1044, 0.0381, 0.1837, 0.1088, 0.0434, 0.1722